# 1
ORCA calculation (ωB97M-V/def2-TZVPD) on the ion C2H4ClN2 with charge +1.

Output
HOMO-LUMO gap (alpha / beta) ... 8.21 / 8.08 eV
⟨S²⟩ ... 2.0079
E_HOMO (alpha / beta) ... -12.5 / -16.9 eV
Lowest unoccupied orbital energy (alpha / beta) ... -4.34 / -8.87 eV
Max |F| ... 6.94 eV Å⁻¹
ΔE to the lowest compared entry with this formula, charge and spin ... 259.99 kJ/mol

```
! RIJCOSX wB97M-V def2-TZVPD def2/J DEFGRID3
* xyz 1 3
C 1.33857 -0.23129 -0.16848
C -0.96782 0.54318 0.49978
N 0.08770 -0.11648 -0.03757
N 0.31703 -1.39444 -0.68110
Cl 2.84392 0.31096 0.18308
H -0.79639 0.90926 1.43720
H -1.33903 1.50556 -0.08487
H -1.84334 -0.11755 0.56395
H 0.35936 -1.40920 -1.71199
*
```

=====

# 2
ORCA calculation (ωB97M-V/def2-TZVPD) on an isolated molecule of C2H4ClN2P.

Output
HOMO-LUMO gap (alpha / beta) ... 8.65 / 6.95 eV
E_HOMO (alpha / beta) ... -9.3 / -7.7 eV
Lowest unoccupied orbital energy (alpha / beta) ... -0.62 / -0.79 eV
Max |F| ... 2.87 eV Å⁻¹
ΔE to the lowest compared entry with this formula, charge and spin ... 295.35 kJ/mol

```
! RIJCOSX wB97M-V def2-TZVPD def2/J DEFGRID3
* xyz 0 1
C -0.63689 0.81346 -0.12588
C -0.82751 -0.52398 0.50827
N 0.31941 1.16729 -0.85072
N 0.16546 -1.48292 0.23699
P 1.63302 0.39874 -1.31801
Cl 2.91508 1.18346 0.04990
H -1.30733 1.59629 0.36278
H -0.80060 -0.36509 1.65368
H -1.85915 -0.83554 0.15221
H 0.39851 -1.95172 -0.66922
*
```

=====

# 3
ORCA calculation (ωB97M-V/def2-TZVPD) on an isolated molecule of C2H4ClN3.

Output
HOMO-LUMO gap ... 8.84 eV
E_HOMO ... -8.7 eV
SMILES string ... C=N/C(N)=N/Cl
Lowest unoccupied orbital energy ... 0.12 eV
Max |F| ... 7.61 eV Å⁻¹
ΔE to the lowest compared entry with this formula, charge and spin ... 75.32 kJ/mol

```
! RIJCOSX wB97M-V def2-TZVPD def2/J DEFGRID3
* xyz 0 1
C 0.67797 -0.76987 -1.58013
C 0.03347 0.15429 0.36425
N 0.60217 0.18863 -0.82970
N 0.34377 -0.89800 1.29586
N -0.61696 1.32906 0.71435
Cl -0.11096 -0.62476 2.93816
H 1.22181 -0.73025 -2.51317
H 0.00199 -1.63837 -1.56045
H -0.83258 1.77508 -0.16999
H -1.32067 1.21420 1.34081
*
```

=====

# 4
ORCA calculation (ωB97M-V/def2-TZVPD) on an isolated molecule of C2H4ClN3.

Output
HOMO-LUMO gap ... 9.75 eV
E_HOMO ... -9.1 eV
SMILES string ... ClN1CCN=N1
Lowest unoccupied orbital energy ... 0.62 eV
Max |F| ... 3.01 eV Å⁻¹
ΔE to the lowest compared entry with this formula, charge and spin ... 164.25 kJ/mol

```
! RIJCOSX wB97M-V def2-TZVPD def2/J DEFGRID3
* xyz 0 1
C 1.09689 -0.46661 -0.08884
C 0.08498 0.73698 0.02967
N 0.16836 -1.57945 0.07749
N -1.01944 -1.26314 0.04508
N -1.18820 0.01611 -0.20568
Cl -2.64646 0.86927 0.01062
H 1.56056 -0.37329 -1.13230
H 1.73956 -0.64690 0.78030
H -0.09798 1.10222 1.09472
H 0.30174 1.60481 -0.61105
*
```

=====

# 5
ORCA calculation (ωB97M-V/def2-TZVPD) on a structure of composition C2H4ClN4O2S.

Output
HOMO-LUMO gap ... 9.07 eV
E_HOMO ... -13.3 eV
Lowest unoccupied orbital energy ... -4.24 eV
Max |F| ... 3.63 eV Å⁻¹
ΔE to the lowest compared entry with this formula, charge and spin ... 353.36 kJ/mol

```
! RIJCOSX wB97M-V def2-TZVPD def2/J DEFGRID3
* xyz 1 1
C 0.86238 -1.72095 -0.09394
C 1.99416 0.25906 0.55034
N -0.26604 -1.19726 -0.06763
N -0.34853 0.18144 -0.08342
N 2.04836 -0.95425 0.16079
N 2.34668 1.27159 0.98523
O -2.28320 1.87245 0.00901
O -2.59169 -0.76921 0.32935
S -1.97467 0.35400 -0.27061
Cl -2.72548 0.24869 -2.10261
H 0.98419 -2.84864 0.01675
H 2.95917 -1.24714 -0.12894
H 2.24028 2.34681 1.04472
H -3.24562 2.20342 -0.34905
*
```

=====

# 6
ORCA calculation (ωB97M-V/def2-TZVPD) on a cluster of 2 separate species, C2H4ClNO3 in total.

Output
HOMO-LUMO gap ... 9.64 eV
E_HOMO ... -9.0 eV
Lowest unoccupied orbital energy ... 0.66 eV
Max |F| ... 6.95 eV Å⁻¹
ΔE to the lowest compared entry with this formula, charge and spin ... 470.24 kJ/mol

```
! RIJCOSX wB97M-V def2-TZVPD def2/J DEFGRID3
* xyz 0 1
C -0.38556 0.08115 0.39017
C 0.79597 -0.55722 -0.28041
N 2.31500 0.66890 0.21428
O 2.37631 0.97889 1.35946
O 2.86643 0.89770 -0.78330
O 0.73023 -0.33800 -1.60906
Cl 1.49240 -2.08138 0.16124
H -1.00792 -0.76336 0.49190
H -0.00146 0.56508 1.35271
H -0.68768 0.76288 -0.28597
H 1.51156 -0.76392 -1.96868
*
```